Entry 1:
ORCA calculation (the ωB97M-V functional and the def2-TZVPD basis) on 9 unconnected molecules or ions with the total composition C56H126N4O14 in a non-equilibrium geometry.

Results
SMILES string: CC1(C)CCCC(C)(C)N1O.CC1(C)CCCC(C)(C)N1O.CC1(C)CCCC(C)(C)N1O.CC1(C)CCCC(C)(C)N1O.COCCOC.COCCOC.COCCOC.COCCOC.COCCOC
Spin multiplicity: 1
Kohn-Sham gap, eV: 8.1
HOMO level, eV: -7.54
ΔE to the lowest compared entry with this formula, charge and spin, eV: 5.495

The geometry in XYZ format:
```
200
C56H126N4O14, DFT the ωB97M-V functional and the def2-TZVPD basis
C 2.7407 4.5728 -0.4147
O 3.4375 5.7439 -0.1553
C 2.5149 6.8055 0.1659
C 3.1703 7.9393 1.0606
O 3.6327 7.5166 2.3490
C 3.8628 8.6068 3.3237
H 2.3441 4.0881 0.4774
H 3.4816 3.8255 -0.6987
H 1.9967 4.6686 -1.2056
H 1.7496 6.4547 0.8582
H 2.0432 7.3409 -0.6580
H 2.4912 8.7869 1.1531
H 3.9046 8.4191 0.4136
H 4.6582 9.2496 2.9465
H 4.0205 8.1625 4.3064
H 2.9736 9.2274 3.4348
C -4.8301 -2.1854 0.4114
O -4.6574 -3.5522 0.4835
C -4.9837 -4.3451 -0.6807
C -4.8591 -5.8395 -0.5732
O -5.8084 -6.3348 0.3875
C -7.1273 -6.6002 -0.1286
H -4.5096 -1.8005 1.3795
H -5.8508 -1.8463 0.2346
H -4.1178 -1.7552 -0.2927
H -4.1019 -4.0337 -1.2408
H -5.8729 -3.9467 -1.1693
H -3.8996 -6.1867 -0.1899
H -5.0719 -6.1933 -1.5819
H -7.1667 -7.1814 -1.0499
H -7.7292 -5.7287 -0.3861
H -7.6698 -7.1963 0.6052
C 3.3136 1.1468 9.5478
O 2.3747 0.7174 8.6676
C 2.7973 1.0362 7.3407
C 1.9568 0.2390 6.2463
O 0.6309 0.7775 6.0328
C -0.1009 0.0020 5.1138
H 3.6793 2.1717 9.4850
H 4.1977 0.5302 9.7099
H 2.8712 1.0261 10.5366
H 3.8365 0.7504 7.1778
H 2.7862 2.1073 7.1390
H 1.7617 -0.7882 6.5543
H 2.5329 0.1371 5.3266
H -0.3018 -1.0551 5.2878
H 0.3755 -0.1580 4.1466
H -0.9861 0.5606 4.8097
C -1.2398 5.1600 -0.7387
O -1.5562 4.2540 -1.8369
C -2.2688 4.8087 -2.9231
C -1.4303 5.4749 -4.0487
O -0.8272 4.6055 -4.9972
C 0.1568 3.7656 -4.4853
H -0.5215 4.6052 -0.1350
H -2.1198 5.3864 -0.1368
H -0.8553 6.1247 -1.0697
H -3.0366 5.5400 -2.6702
H -2.8030 3.9631 -3.3562
H -0.6503 5.9997 -3.4971
H -2.0905 6.0673 -4.6822
H -0.0981 3.2767 -3.5451
H 1.0480 4.3308 -4.2127
H 0.5311 2.9773 -5.1384
C 3.0524 3.7203 3.2731
O 3.6282 2.4000 3.5007
C 5.0303 2.3774 3.4291
C 5.5033 0.8653 3.7315
O 5.3069 0.4528 5.1110
C 5.4401 -0.8995 5.3768
H 3.4339 4.1799 2.3613
H 3.2450 4.4408 4.0680
H 1.9813 3.6199 3.0978
H 5.3120 3.0183 4.2646
H 5.4325 2.7578 2.4901
H 6.5236 0.7598 3.3630
H 4.9529 0.2238 3.0432
H 5.3396 -1.1418 6.4348
H 6.4818 -1.2151 5.3194
H 4.9100 -1.6400 4.7778
C -3.2286 -7.0149 4.7059
C -4.4360 -6.0452 4.6368
C -5.1741 -5.8492 6.0379
C -4.3685 -4.9983 6.9946
C -4.0369 -3.5793 6.3988
C -3.3022 -3.6410 5.0722
N -3.9647 -4.6816 4.1626
O -3.4140 -4.7044 2.8728
C -3.2802 -2.2019 4.3437
C -1.8746 -4.0417 5.2917
C -5.5524 -6.6742 3.7595
H -2.3666 -6.7835 4.0802
H -3.5247 -8.0487 4.5277
H -2.7776 -6.9390 5.6954
H -6.1514 -5.3852 5.9047
H -5.4598 -6.8147 6.4556
H -3.3621 -5.3484 7.2240
H -4.6883 -5.0090 8.0366
H -3.2812 -3.1652 7.0662
H -4.9257 -2.9487 6.3775
H -2.7259 -1.4515 4.9074
H -2.7563 -2.1338 3.3902
H -4.2197 -1.7180 4.0769
H -1.2222 -4.0277 4.4186
H -1.3776 -3.3388 5.9603
H -1.7579 -5.0111 5.7762
H -6.1634 -7.4508 4.2196
H -5.2720 -7.0041 2.7592
H -6.1305 -5.7805 3.5248
H -4.1014 -4.2785 2.3554
C 6.1544 0.0213 -6.5036
C 4.8627 0.8793 -6.5285
C 3.6118 0.1117 -6.9649
C 2.9297 -0.7851 -5.9288
C 2.6244 0.0028 -4.6087
C 3.9140 0.7723 -4.0731
N 4.5693 1.5349 -5.2161
O 5.5635 2.3514 -4.7057
C 3.3798 1.6847 -2.9780
C 4.8725 -0.3232 -3.4426
C 5.1005 2.0891 -7.4896
H 6.0603 -0.9023 -5.9325
H 7.0600 0.4668 -6.0918
H 6.3892 -0.3877 -7.4863
H 2.8661 0.7704 -7.4100
H 3.9481 -0.6381 -7.6810
H 3.4924 -1.7085 -5.7916
H 1.9657 -1.1168 -6.3144
H 2.2467 -0.6267 -3.8030
H 1.8891 0.7598 -4.8815
H 2.6722 2.3853 -3.4213
H 2.9300 1.1393 -2.1484
H 4.1947 2.3067 -2.6076
H 4.9559 -1.2379 -4.0294
H 5.8604 0.1338 -3.5003
H 4.5911 -0.4790 -2.4012
H 5.9218 2.7311 -7.1712
H 4.2323 2.7482 -7.4857
H 5.3346 1.8656 -8.5305
H 5.3747 3.1284 -5.2369
C -0.6745 0.1785 -4.5339
C -2.2669 0.1605 -4.3555
C -2.7948 1.3272 -5.1882
C -3.0496 1.1277 -6.6982
C -3.7232 -0.2472 -6.9140
C -3.0394 -1.4156 -6.2111
N -2.9180 -1.1041 -4.7741
O -2.4865 -2.1685 -4.0217
C -4.0908 -2.5714 -6.3269
C -1.7478 -1.8087 -6.9576
C -2.5509 0.5226 -2.9048
H -0.3872 0.1781 -5.5854
H -0.1927 -0.7111 -4.1282
H -0.1680 1.0132 -4.0493
H -3.7805 1.5826 -4.7993
H -2.1859 2.2312 -5.1773
H -2.0726 1.1081 -7.1810
H -3.5616 1.9293 -7.2307
H -3.8756 -0.4922 -7.9651
H -4.7430 -0.1470 -6.5424
H -4.3619 -2.8255 -7.3516
H -3.8648 -3.5391 -5.8789
H -4.9881 -2.3407 -5.7526
H -1.9933 -2.3664 -7.8614
H -1.2110 -0.9170 -7.2813
H -1.0645 -2.4571 -6.4091
H -3.6228 0.4669 -2.7149
H -2.3050 1.5621 -2.6875
H -1.9909 -0.1987 -2.3096
H -3.3340 -2.3933 -3.6308
C 0.0459 1.4453 -0.6668
C -0.1362 0.9939 0.8890
C -1.3746 0.1033 1.1237
C -1.1699 -1.4059 0.7300
C 0.0134 -1.9212 1.4858
C 1.3682 -1.1432 1.2283
N 1.1213 0.3213 1.3719
O 2.2020 1.1076 1.3964
C 2.3055 -1.5638 2.3679
C 1.9558 -1.5853 -0.0811
C -0.2844 2.2763 1.6509
H 0.2240 0.6056 -1.3386
H 0.8057 2.2183 -0.7819
H -0.8542 1.9177 -1.0603
H -1.7269 0.1769 2.1525
H -2.2372 0.4528 0.5563
H -0.9278 -1.4055 -0.3328
H -2.0369 -2.0375 0.9230
H 0.1217 -2.9556 1.1598
H -0.2447 -1.9539 2.5443
H 2.1776 -2.6249 2.5824
H 3.3704 -1.4156 2.1885
H 1.9854 -1.0882 3.2950
H 1.1003 -1.8043 -0.7200
H 2.4852 -0.7621 -0.5610
H 2.4879 -2.5351 -0.0278
H 0.5233 2.9782 1.4435
H -0.3783 2.0615 2.7154
H -1.2268 2.7394 1.3583
H 2.3755 1.3671 2.3042
```

=====

Entry 2:
ORCA calculation (the ωB97M-V functional and the def2-TZVPD basis) on 12 unconnected molecules or ions with the total composition C56H145N17O15P4 in a non-equilibrium geometry.

Results
SMILES string: CN(C)P(=O)(N(C)C)N(C)C.CN(C)P(=O)(N(C)C)N(C)C.CN(C)P(=O)(N(C)C)N(C)C.CN(C)P(=O)(N(C)C)N(C)C.COC[C@H](C)N.COC[C@H](C)N.COC[C@H](C)N.COC[C@H](C)N.COC[C@H](C)N.O=C1CCCO1.O=C1CCCO1.O=C1CCCO1
Spin multiplicity: 1
Kohn-Sham gap, eV: 8.4
HOMO level, eV: -8.00
ΔE to the lowest compared entry with this formula, charge and spin, eV: 0.000

The geometry in XYZ format:
```
237
C56H145N17O15P4, DFT the ωB97M-V functional and the def2-TZVPD basis
O -18.4992 5.4877 5.0536
P -19.5989 6.4655 5.2754
N -19.1599 8.0664 5.1397
C -17.7917 8.4140 4.6913
C -20.0862 9.1937 5.1384
N -20.4059 6.3771 6.7529
C -21.7714 6.8364 6.9191
C -19.8742 5.7276 7.9284
N -20.9243 6.2839 4.2020
C -21.7677 5.1231 4.3433
C -20.7003 6.6058 2.8110
H -17.4843 9.3040 5.2436
H -17.7623 8.5224 3.6077
H -17.0429 7.6924 5.0214
H -20.2923 9.8213 6.0099
H -21.0567 8.7341 4.9266
H -19.7888 9.8355 4.3092
H -22.1816 7.4605 6.1315
H -22.5066 6.0154 6.9250
H -21.9403 7.2568 7.9137
H -20.6717 5.1993 8.4596
H -18.9754 5.1176 7.8938
H -19.6119 6.5006 8.6700
H -21.4430 4.2319 3.7831
H -21.8291 4.7106 5.3511
H -22.7963 5.2368 3.9872
H -21.5842 6.5436 2.1747
H -19.9529 5.9468 2.3548
H -20.3126 7.6202 2.6841
O -14.4359 13.8713 7.4710
P -13.1420 14.3534 8.0065
N -11.7624 13.9959 7.1456
C -11.5520 14.6785 5.8539
C -11.1098 12.6806 7.2759
N -12.8856 13.9157 9.6113
C -14.0385 13.6986 10.4686
C -11.6214 14.0551 10.2913
N -13.1348 16.0682 7.9537
C -14.3542 16.8097 7.6141
C -12.0820 16.8140 8.6398
H -10.5200 14.5126 5.5629
H -11.8811 15.7162 5.8970
H -12.2772 14.2357 5.1605
H -11.8782 11.9205 7.1438
H -10.5141 12.7004 8.1907
H -10.3003 12.5333 6.5572
H -14.3476 14.6127 10.9929
H -14.8905 13.3410 9.8948
H -13.7814 13.0169 11.2825
H -11.4818 15.0121 10.8045
H -11.4842 13.2471 11.0145
H -10.7767 13.9624 9.6090
H -14.0845 17.8422 7.3917
H -14.7176 16.4673 6.6430
H -15.0637 16.6421 8.4236
H -12.0550 17.8187 8.2101
H -11.0287 16.5423 8.5275
H -12.2708 16.8566 9.7149
O -8.4016 7.2688 0.4910
P -8.8821 7.7626 -0.8147
N -10.5299 8.0815 -0.7601
C -11.0148 8.6926 0.4731
C -11.4904 8.0015 -1.8480
N -8.8371 6.7152 -2.1454
C -9.0313 5.2926 -1.9805
C -8.1639 7.0519 -3.3950
N -8.1065 9.1770 -1.2920
C -6.6559 9.1476 -1.2782
C -8.6968 10.5181 -1.3088
H -12.0437 9.0424 0.3877
H -10.3612 9.5235 0.7493
H -11.0632 7.9726 1.2944
H -11.4217 8.9667 -2.3805
H -12.5128 7.7610 -1.5747
H -11.0670 7.3628 -2.6261
H -9.7959 5.0652 -1.2381
H -9.2254 4.7728 -2.9198
H -8.1154 4.7954 -1.6269
H -8.7653 6.6754 -4.2237
H -8.1244 8.1371 -3.4840
H -7.1451 6.6520 -3.3409
H -6.3348 8.1147 -1.1390
H -6.1531 9.4779 -2.1942
H -6.2531 9.7708 -0.4736
H -8.2983 10.9269 -2.2428
H -8.3679 11.0938 -0.4407
H -9.7781 10.5679 -1.4192
O -14.2618 6.5389 -0.0597
P -14.9580 5.6851 0.9337
N -16.5989 5.9929 1.0605
C -17.2352 7.1059 0.3449
C -17.4723 5.0834 1.7779
N -14.3794 5.8231 2.5097
C -14.9549 5.2278 3.7223
C -13.3885 6.8835 2.7967
N -14.7842 4.0513 0.5578
C -15.5086 3.6528 -0.6362
C -13.4881 3.4237 0.7168
H -16.7971 7.2825 -0.6375
H -17.0867 8.0363 0.9028
H -18.2873 6.8371 0.2825
H -18.4124 4.8628 1.2699
H -17.5626 5.3614 2.8294
H -16.9823 4.1021 1.7641
H -14.1485 4.8999 4.3775
H -15.5826 5.9628 4.2341
H -15.5993 4.3921 3.4579
H -13.6576 7.1854 3.8122
H -12.3684 6.5172 2.7155
H -13.7436 7.7306 2.2097
H -15.0136 3.9969 -1.5508
H -15.7015 2.5793 -0.6933
H -16.5029 4.1052 -0.6127
H -13.5702 2.7615 1.5891
H -12.6448 4.0730 0.9607
H -13.1897 2.7863 -0.1148
O -18.2855 11.9360 4.5220
C -18.2848 12.7179 5.4396
O -19.4305 12.9585 6.0981
C -19.2119 13.9285 7.1167
C -17.7390 13.6986 7.5417
C -17.1230 13.2539 6.2411
H -19.9034 13.7518 7.9363
H -19.3246 14.9457 6.7334
H -17.7162 12.9871 8.3687
H -17.2126 14.5744 7.9220
H -16.4113 12.4394 6.3592
H -16.5959 14.0992 5.8005
O -9.3810 9.4926 5.2952
C -8.4807 9.8571 4.5899
O -7.4486 10.5164 5.1427
C -6.2929 10.3111 4.3387
C -6.7668 10.1837 2.9261
C -8.2186 9.5939 3.0975
H -5.9323 9.3307 4.6650
H -5.4990 11.0493 4.4286
H -6.2374 9.3909 2.3974
H -6.9444 11.0528 2.2983
H -8.3345 8.5471 2.8231
H -8.9049 10.1746 2.4856
O -9.9832 12.1695 3.7552
C -9.6465 13.1261 3.0925
O -8.3776 13.4818 2.9761
C -8.2507 14.7677 2.3579
C -9.6530 15.1282 1.8057
C -10.5847 14.1558 2.5355
H -7.5245 14.7365 1.5492
H -7.9666 15.4662 3.1442
H -9.6974 14.9847 0.7301
H -9.8598 16.1344 2.1638
H -11.2987 13.6530 1.8836
H -11.1615 14.6195 3.3291
C -16.3899 13.7921 2.5123
C -15.1741 14.7343 2.5494
C -15.2438 15.9267 3.4684
O -16.3978 16.6715 3.0726
C -16.4914 17.9283 3.6798
N -13.9800 13.9161 2.8131
H -17.1671 14.0046 3.2469
H -16.1270 12.7415 2.5544
H -16.8503 14.0099 1.5438
H -15.0556 15.1597 1.5485
H -14.3692 16.5693 3.3469
H -15.3838 15.5601 4.4925
H -15.8563 17.9639 4.5701
H -17.5055 18.3089 3.8034
H -16.0640 18.7071 3.0225
H -14.1120 13.0129 2.3599
H -13.7747 13.6118 3.7589
C -13.5947 13.2179 -3.2965
C -14.1739 12.6930 -1.9826
C -15.6307 12.2589 -2.1792
O -16.2794 12.1277 -0.9438
C -17.6668 12.2821 -0.8419
N -13.2547 11.6831 -1.4235
H -12.5334 13.0389 -3.4495
H -13.8075 14.2855 -3.3793
H -14.1073 12.7766 -4.1582
H -14.2792 13.4959 -1.2472
H -15.7852 11.3066 -2.7108
H -16.0823 12.9371 -2.9187
H -18.1573 11.3832 -1.2518
H -18.0193 13.1531 -1.3966
H -18.0774 12.2286 0.1668
H -13.1212 10.9975 -2.1642
H -13.7794 11.2162 -0.6844
C -14.1486 11.3384 5.0909
C -13.3545 10.2293 4.3734
C -12.9470 10.6227 2.9354
O -13.9412 11.1195 2.0366
C -14.9349 10.2284 1.6225
N -12.1556 10.0153 5.1838
H -14.9807 11.6980 4.4840
H -13.4666 12.1059 5.4570
H -14.6355 10.9571 5.9937
H -13.8543 9.2725 4.2154
H -12.5341 9.7451 2.4262
H -12.1839 11.4019 2.9179
H -15.8114 10.6555 1.1331
H -15.4306 9.6605 2.4247
H -14.4866 9.4924 0.9414
H -11.6320 10.8864 5.1587
H -11.5837 9.3192 4.7129
C -16.2992 10.5066 11.1977
C -15.5342 9.7718 10.1203
C -16.0576 10.1889 8.7039
O -17.4305 10.4602 8.5894
C -18.1846 9.2384 8.4579
N -14.0846 9.9670 10.2976
H -17.3551 10.2865 11.3452
H -16.2662 11.5876 11.0083
H -15.7496 10.3956 12.1356
H -15.6623 8.6851 10.1651
H -15.6771 9.4470 7.9920
H -15.5333 11.1292 8.4939
H -18.1677 9.0905 7.3754
H -19.2271 9.4100 8.7248
H -17.8244 8.3671 9.0029
H -13.9093 10.9646 10.3196
H -13.7000 9.4406 9.5068
C -11.4434 6.8381 8.8858
C -12.1131 7.5697 7.7368
C -13.4130 7.0127 7.1760
O -14.3237 6.5425 8.1672
C -15.6355 6.4576 7.6545
N -12.1669 8.9893 8.0682
H -10.4103 7.1048 9.1057
H -11.3259 5.7914 8.5708
H -12.0502 6.7995 9.7902
H -11.4350 7.4225 6.8776
H -13.1848 6.1680 6.5129
H -13.8640 7.7473 6.4959
H -15.7894 5.7714 6.8154
H -16.0577 7.4323 7.3933
H -16.2263 6.0902 8.4980
H -11.2581 9.3097 8.3798
H -12.3562 9.5119 7.2125
```